Entry 1:
Entry from OMol25: a structure of composition C47H57BDyN6O3PS3 (ωB97M-V with the def2-TZVPD basis set).

```
119
C47H57BDyN6O3PS3 (ωB97M-V with the def2-TZVPD basis set)
Dy 2.17 -0.81 0.08
C 1.79 2.26 -4.70
C 0.55 1.82 -3.98
C -0.68 2.28 -4.38
C -1.85 2.11 -3.62
N -1.86 1.21 -2.63
N -0.65 0.60 -2.37
B -0.77 -0.45 -1.27
N -1.13 0.06 0.09
N -2.12 -0.74 0.67
C -3.01 -0.07 1.38
C -2.76 1.31 1.73
C -1.50 1.88 1.55
C -1.19 3.17 2.24
C -0.62 1.20 0.64
S 0.97 1.74 0.30
C -4.25 -0.87 1.94
C -4.05 -0.87 3.47
C -5.49 -0.05 1.52
C -4.20 -2.28 1.37
N -1.13 -1.85 -1.70
N -2.51 -1.86 -1.88
C -3.03 -2.97 -2.32
C -2.29 -4.15 -2.29
C -0.94 -4.14 -2.08
C -0.13 -5.39 -2.19
C -0.29 -2.87 -1.95
S 1.41 -2.70 -2.13
C -4.52 -2.98 -2.73
C -4.66 -3.22 -4.23
C -5.03 -1.58 -2.47
C -5.21 -4.07 -1.87
C 0.53 0.82 -2.98
S 2.04 0.12 -2.50
C -3.11 2.79 -4.04
C -2.94 4.33 -4.24
C -4.18 2.60 -2.95
C -3.50 2.25 -5.43
H 1.59 3.08 -5.36
H 2.21 1.41 -5.27
H 2.58 2.56 -4.03
H -0.73 2.77 -5.35
H -3.53 1.78 2.33
H -1.52 3.08 3.26
H -1.70 4.06 1.78
H -0.11 3.40 2.24
H -3.96 0.17 3.89
H -3.09 -1.33 3.70
H -4.87 -1.37 3.97
H -5.64 0.85 2.13
H -6.38 -0.65 1.54
H -5.35 0.23 0.46
H -3.20 -2.73 1.60
H -4.25 -2.34 0.28
H -5.00 -2.88 1.79
H -2.76 -5.11 -2.52
H -0.70 -6.29 -1.88
H 0.78 -5.31 -1.59
H 0.19 -5.56 -3.26
H -3.90 -2.65 -4.77
H -5.62 -2.94 -4.64
H -4.47 -4.25 -4.50
H -4.53 -0.84 -3.10
H -4.83 -1.30 -1.42
H -6.10 -1.57 -2.69
H -4.80 -5.07 -2.14
H -6.28 -4.04 -2.00
H -4.98 -3.92 -0.82
H -2.68 4.83 -3.30
H -3.97 4.72 -4.53
H -2.23 4.62 -5.04
H -3.94 3.18 -2.05
H -4.29 1.52 -2.72
H -5.11 3.01 -3.33
H -2.75 2.56 -6.18
H -4.50 2.59 -5.75
H -3.49 1.14 -5.40
C 5.35 -3.54 -0.20
C 4.24 -2.59 -0.04
O 3.19 -2.89 0.64
O 4.31 -1.43 -0.60
H 4.98 -4.57 -0.17
H 6.01 -3.38 0.68
H 5.92 -3.31 -1.09
O 2.64 -0.15 2.18
P 3.70 0.58 3.02
C 3.16 1.76 4.18
C 3.87 2.98 4.41
C 3.46 3.84 5.41
C 2.30 3.59 6.14
C 1.62 2.38 5.97
C 2.02 1.49 4.95
C 4.83 -0.49 3.90
C 4.62 -1.88 4.02
C 5.52 -2.68 4.71
C 6.76 -2.14 5.14
C 7.01 -0.78 4.95
C 6.06 0.04 4.32
C 4.67 1.54 1.88
C 5.89 1.11 1.32
C 6.42 1.77 0.21
C 5.83 2.95 -0.30
C 4.68 3.45 0.33
C 4.12 2.75 1.42
H 4.77 3.21 3.83
H 3.98 4.76 5.55
H 1.94 4.32 6.83
H 0.70 2.20 6.53
H 1.46 0.56 4.79
H 3.68 -2.27 3.63
H 5.28 -3.71 4.91
H 7.47 -2.80 5.61
H 7.97 -0.35 5.23
H 6.30 1.12 4.15
H 6.39 0.20 1.69
H 7.34 1.39 -0.16
H 6.22 3.39 -1.20
H 4.19 4.38 0.03
H 3.18 3.15 1.85
```

Properties
total charge	+2
multiplicity	6
HOMO (alpha / beta)	-12.16 / -12.17	eV
ΔE to the lowest compared entry with this formula, charge and spin	1.0609	eV


Entry 2:
Entry from OMol25: a structure of composition C26H22N5S2Se3TeTi (ωB97M-V with the def2-TZVPD basis set).

```
60
C26H22N5S2Se3TeTi (ωB97M-V with the def2-TZVPD basis set)
Ti -0.60 -2.64 0.63
S -0.34 -2.61 3.18
C 1.28 -3.18 3.42
C 1.71 -3.31 4.80
N 2.04 -3.38 5.90
C 2.16 -3.46 2.42
S 1.79 -3.31 0.72
C 3.50 -3.88 2.75
N 4.59 -4.19 2.99
C 1.07 4.31 0.01
C -0.05 3.97 -0.93
C -0.64 4.95 -1.72
C -1.68 4.65 -2.59
C -2.16 3.35 -2.65
C -1.60 2.36 -1.86
C -0.53 2.66 -1.01
N 0.07 1.70 -0.19
C -0.05 0.31 -0.35
N 0.11 -0.08 -1.63
C -0.01 -1.36 -2.27
C -0.28 -2.51 -1.53
C -0.38 -3.67 -2.32
C -0.23 -3.67 -3.70
C 0.04 -2.49 -4.37
C 0.15 -1.31 -3.66
C 0.44 -0.02 -4.40
N -0.22 -0.47 0.67
C -0.27 0.25 1.93
C -1.51 0.63 2.43
C -1.58 1.35 3.61
C -0.42 1.70 4.29
C 0.81 1.32 3.77
C 0.91 0.59 2.59
C 2.26 0.19 2.07
H 1.40 5.34 -0.13
H 1.92 3.64 -0.14
H 0.77 4.19 1.06
H -0.27 5.97 -1.65
H -2.12 5.43 -3.20
H -2.99 3.10 -3.30
H -2.00 1.35 -1.89
H 0.21 1.97 0.77
H 0.36 0.68 -2.24
H -0.58 -4.61 -1.82
H -0.32 -4.60 -4.24
H 0.17 -2.48 -5.45
H 0.54 -0.21 -5.47
H 1.38 0.45 -4.07
H -0.35 0.72 -4.28
H -2.40 0.31 1.91
H -2.55 1.63 4.01
H -0.47 2.24 5.22
H 1.72 1.56 4.31
H 2.91 -0.12 2.89
H 2.75 1.03 1.56
H 2.20 -0.65 1.37
Se -3.14 -1.75 0.23
Se -4.61 -3.42 0.98
Te -3.58 -5.35 -0.25
Se -1.32 -5.18 0.82
```

Properties
total charge	-2
multiplicity	2
HOMO (alpha / beta)	-1.46 / -1.60	eV


Entry 3:
Entry from OMol25: a cluster of 2 separate species, C5H13NO3S in total (ωB97M-V with the def2-TZVPD basis set).

```
23
C5H13NO3S (ωB97M-V with the def2-TZVPD basis set)
C -1.89 0.88 0.34
C 1.31 0.78 -0.99
C 1.08 -1.43 0.15
C -0.25 -0.89 -1.75
C -0.62 0.24 0.51
N 0.33 -0.32 -0.51
O 1.34 0.24 2.42
O 0.64 2.29 1.31
O -0.80 1.29 2.94
S 0.22 1.06 1.98
H -2.57 0.47 1.10
H -1.70 1.73 0.85
H -2.38 0.90 -0.61
H 2.18 0.33 -1.39
H 0.71 1.44 -1.61
H 1.52 1.43 -0.10
H 0.36 -2.16 0.60
H 1.73 -1.97 -0.50
H 1.67 -1.01 0.93
H -0.93 -0.23 -2.30
H 0.36 -1.07 -2.50
H -0.86 -1.76 -1.51
H -1.45 -2.24 0.64
```

Properties
total charge	0
HOMO (alpha / beta)	-8.75 / -9.34	eV
ΔE to the lowest compared entry with this formula, charge and spin	6.6523	eV


Entry 4:
Entry from OMol25: a structure of composition C37H38AuN4O3Sb (ωB97M-V with the def2-TZVPD basis set).

```
84
C37H38AuN4O3Sb (ωB97M-V with the def2-TZVPD basis set)
Au -0.04 1.48 -0.42
C -0.54 -6.00 3.15
C 0.54 -6.23 2.32
C 1.08 -5.19 1.59
C 0.53 -3.92 1.71
C -0.54 -3.68 2.54
C -1.08 -4.73 3.27
Sb 1.46 -2.35 0.53
C 3.45 -2.39 1.43
C 4.54 -2.90 0.76
C 5.75 -2.99 1.42
C 5.86 -2.56 2.74
C 4.75 -2.06 3.40
C 3.54 -1.96 2.74
C 1.54 -3.34 -1.37
C 0.55 -4.27 -1.66
C 0.53 -4.90 -2.89
C 1.49 -4.59 -3.84
C 2.47 -3.64 -3.56
C 2.48 -3.00 -2.33
H -0.96 -6.82 3.72
H 0.96 -7.22 2.23
H 1.93 -5.36 0.93
H -0.96 -2.69 2.64
H -1.92 -4.56 3.93
H 4.46 -3.24 -0.26
H 6.61 -3.40 0.91
H 6.81 -2.63 3.25
H 4.83 -1.74 4.44
H 2.67 -1.56 3.26
H -0.21 -4.50 -0.92
H -0.24 -5.63 -3.11
H 1.47 -5.07 -4.80
H 3.22 -3.41 -4.30
H 3.22 -2.24 -2.13
O 1.99 0.64 0.87
H 2.79 0.91 0.39
H 1.96 1.16 1.67
C -1.72 4.06 -3.09
N -2.64 4.17 -1.95
C -3.54 5.32 -2.12
C -1.95 4.18 -0.61
C -0.48 4.47 -0.72
C -0.05 5.79 -0.87
C 1.29 6.08 -1.05
C 2.22 5.06 -1.09
C 1.80 3.75 -0.90
C 0.47 3.45 -0.72
H -2.30 3.92 -4.00
H -1.07 3.19 -2.95
H -1.11 4.95 -3.18
H -3.20 3.26 -2.01
H -2.97 6.24 -2.23
H -4.21 5.42 -1.27
H -4.14 5.17 -3.02
H -2.09 3.19 -0.16
H -2.43 4.93 0.02
H -0.77 6.59 -0.84
H 1.60 7.11 -1.18
H 3.26 5.28 -1.26
H 2.54 2.97 -0.91
N -4.65 2.71 5.53
C -3.87 2.47 4.73
C -2.89 2.18 3.75
C -1.90 3.11 3.43
C -0.98 2.78 2.45
N -1.01 1.62 1.79
C -1.94 0.73 2.11
C -2.90 0.95 3.08
H -1.85 4.06 3.94
H -0.19 3.46 2.18
H -1.89 -0.20 1.56
H -3.63 0.20 3.33
O -0.32 -0.85 -1.03
C -1.35 -0.58 -1.67
C -2.21 -1.51 -2.47
C -3.39 -0.61 -2.87
C -3.01 0.76 -2.32
O -3.67 1.78 -2.43
N -1.82 0.67 -1.67
H -2.50 -2.38 -1.89
H -1.64 -1.87 -3.33
H -4.32 -0.93 -2.41
H -3.55 -0.54 -3.94
```

Properties
total charge	+2
HOMO (alpha / beta)	-11.48 / -11.48	eV
ΔE to the lowest compared entry with this formula, charge and spin	3.3232	eV


no.,molar mass (g/mol),F_max (eV/Å)
1,1054.50,2.53
2,880.98,0.69
3,167.23,5.88
4,905.46,1.84